6 unconnected molecules or ions with the total composition C47H115N3O4P2 in a non-equilibrium geometry. Source: the Open Molecules 2025 dataset; level of theory: ωB97M-V/def2-TZVPD.

Each atom is followed by the atoms it is bonded to, with distances in Å.
Positions of all 171 atoms, in Å:
1 C 5.246 24.696 -9.139  C2 1.562, H5 1.090, H6 1.090, H7 1.090
2 C 6.684 24.593 -9.741  C1 1.562, C3 1.601, O4 1.425, H8 1.090
3 C 7.287 26.076 -9.690  C2 1.601, H9 1.090, H10 1.090, H11 1.090
4 O 7.545 23.610 -9.176  C2 1.425
5 H 5.240 25.020 -8.098  C1 1.090
6 H 4.746 23.730 -9.215  C1 1.090
7 H 4.648 25.473 -9.614  C1 1.090
8 H 6.514 24.466 -10.810  C2 1.090
9 H 6.731 26.769 -10.322  C3 1.090
10 H 8.340 26.021 -9.965  C3 1.090
11 H 7.343 26.445 -8.665  C3 1.090
12 C 6.222 23.070 -5.549  C13 1.535, H21 1.090, H22 1.090, H23 1.090
13 C 7.582 22.392 -5.333  C12 1.535, C14 1.565, N17 1.535, H24 1.090
14 C 7.473 20.957 -4.716  C13 1.565, O15 1.452, H25 1.090, H26 1.090
15 O 6.802 20.178 -5.740  C14 1.452, C16 1.397
16 C 6.853 18.803 -5.503  O15 1.397, H27 1.090, H28 1.090, H29 1.090
17 N 8.267 22.323 -6.705  C13 1.535, H18 1.010, H19 1.010, H20 1.010
18 H 7.984 22.958 -7.438  N17 1.010
19 H 9.245 22.167 -6.507  N17 1.010
20 H 7.933 21.479 -7.148  N17 1.010
21 H 5.537 22.452 -6.130  C12 1.090
22 H 6.295 24.055 -6.010  C12 1.090
23 H 5.565 23.264 -4.701  C12 1.090
24 H 8.303 23.104 -4.931  C13 1.090
25 H 6.804 21.142 -3.875  C14 1.090
26 H 8.439 20.612 -4.349  C14 1.090
27 H 6.368 18.389 -6.387  C16 1.090
28 H 6.326 18.453 -4.615  C16 1.090
29 H 7.838 18.365 -5.666  C16 1.090
30 C 6.931 30.873 -13.629  C31 1.600, H39 1.090, H40 1.090, H41 1.090
31 C 6.486 30.416 -15.097  C30 1.600, C32 1.593, N35 1.539, H42 1.090
32 C 5.623 29.078 -15.063  C31 1.593, O33 1.410, H43 1.090, H44 1.090
33 O 6.349 28.001 -14.515  C32 1.410, C34 1.411
34 C 5.627 27.074 -13.734  O33 1.411, H45 1.090, H46 1.090, H47 1.090
35 N 5.461 31.458 -15.580  C31 1.539, H36 1.010, H37 1.010, H38 1.010
36 H 4.636 31.668 -15.037  N35 1.010
37 H 5.953 32.341 -15.588  N35 1.010
38 H 5.275 31.345 -16.567  N35 1.010
39 H 6.170 31.018 -12.862  C30 1.090
40 H 7.471 31.820 -13.634  C30 1.090
41 H 7.615 30.141 -13.199  C30 1.090
42 H 7.324 30.347 -15.790  C31 1.090
43 H 5.365 28.709 -16.056  C32 1.090
44 H 4.702 29.216 -14.498  C32 1.090
45 H 6.258 26.207 -13.537  C34 1.090
46 H 4.867 26.589 -14.348  C34 1.090
47 H 5.319 27.551 -12.804  C34 1.090
48 C 1.550 26.476 -12.396  C49 1.539, H57 1.090, H58 1.090, H59 1.090
49 C 1.834 25.228 -13.249  C48 1.539, C50 1.605, N53 1.514, H60 1.090
50 C 3.092 24.371 -12.742  C49 1.605, O51 1.504, H61 1.090, H62 1.090
51 O 3.557 23.200 -13.565  C50 1.504, C52 1.464
52 C 4.974 22.857 -13.697  O51 1.464, H63 1.090, H64 1.090, H65 1.090
53 N 0.675 24.266 -13.397  C49 1.514, H54 1.010, H55 1.010, H56 1.010
54 H -0.224 24.615 -13.697  N53 1.010
55 H 0.882 23.503 -14.027  N53 1.010
56 H 0.493 23.918 -12.467  N53 1.010
57 H 1.322 26.205 -11.365  C48 1.090
58 H 0.695 26.942 -12.887  C48 1.090
59 H 2.330 27.237 -12.383  C48 1.090
60 H 1.984 25.563 -14.276  C49 1.090
61 H 3.039 23.958 -11.734  C50 1.090
62 H 3.873 25.131 -12.713  C50 1.090
63 H 5.185 21.989 -14.322  C52 1.090
64 H 5.417 22.642 -12.725  C52 1.090
65 H 5.474 23.719 -14.139  C52 1.090
66 C 7.751 27.456 -4.641  C67 1.563, H83 1.090, H84 1.090, H85 1.090
67 C 6.197 27.591 -4.740  C66 1.563, C68 1.524, H86 1.090, H87 1.090
68 C 5.646 28.392 -5.914  C67 1.524, C69 1.558, H88 1.090, H89 1.090
69 C 4.143 28.025 -6.095  C68 1.558, P70 1.829, H90 1.090, H91 1.090
70 P 3.039 29.046 -7.138  C69 1.829, C71 1.900, C75 1.860, C79 1.913
71 C 1.708 28.111 -8.119  P70 1.900, C72 1.584, H92 1.090, H93 1.090
72 C 1.215 28.728 -9.492  C71 1.584, C73 1.627, H94 1.090, H95 1.090
73 C 0.456 30.157 -9.327  C72 1.627, C74 1.527, H96 1.090, H97 1.090
74 C -0.854 29.957 -8.568  C73 1.527, H98 1.090, H99 1.090, H100 1.090
75 C 2.349 30.455 -6.141  P70 1.860, C76 1.561, H101 1.090, H102 1.090
76 C 3.132 31.061 -4.934  C75 1.561, C77 1.518, H103 1.090, H104 1.090
77 C 2.702 32.442 -4.471  C76 1.518, C78 1.549, H105 1.090, H106 1.090
78 C 1.275 32.443 -3.867  C77 1.549, H107 1.090, H108 1.090, H109 1.090
79 C 4.195 29.894 -8.406  P70 1.913, C80 1.537, H110 1.090, H111 1.090
80 C 4.755 28.877 -9.412  C79 1.537, C81 1.566, H112 1.090, H113 1.090
81 C 5.910 29.372 -10.347  C80 1.566, C82 1.475, H114 1.090, H115 1.090
82 C 7.149 29.616 -9.585  C81 1.475, H116 1.090, H117 1.090, H118 1.090
83 H 8.181 26.650 -5.236  C66 1.090
84 H 8.076 27.281 -3.615  C66 1.090
85 H 8.249 28.401 -4.859  C66 1.090
86 H 5.789 28.212 -3.942  C67 1.090
87 H 5.692 26.627 -4.687  C67 1.090
88 H 6.282 28.184 -6.774  C68 1.090
89 H 5.690 29.442 -5.625  C68 1.090
90 H 3.612 27.886 -5.154  C69 1.090
91 H 4.219 27.118 -6.695  C69 1.090
92 H 0.825 27.884 -7.520  C71 1.090
93 H 2.094 27.099 -8.241  C71 1.090
94 H 0.495 28.077 -9.987  C72 1.090
95 H 1.985 28.915 -10.240  C72 1.090
96 H 0.155 30.443 -10.334  C73 1.090
97 H 1.072 30.918 -8.848  C73 1.090
98 H -1.457 29.087 -8.830  C74 1.090
99 H -1.436 30.879 -8.592  C74 1.090
100 H -0.538 29.743 -7.547  C74 1.090
101 H 1.297 30.295 -5.907  C75 1.090
102 H 2.341 31.164 -6.969  C75 1.090
103 H 4.193 31.265 -5.080  C76 1.090
104 H 3.066 30.394 -4.075  C76 1.090
105 H 2.749 33.187 -5.265  C77 1.090
106 H 3.417 32.798 -3.730  C77 1.090
107 H 0.968 33.488 -3.895  C78 1.090
108 H 1.228 32.012 -2.867  C78 1.090
109 H 0.584 31.991 -4.579  C78 1.090
110 H 5.060 30.255 -7.849  C79 1.090
111 H 3.573 30.676 -8.842  C79 1.090
112 H 4.048 28.522 -10.161  C80 1.090
113 H 5.003 27.893 -9.014  C80 1.090
114 H 5.524 30.227 -10.901  C81 1.090
115 H 6.214 28.634 -11.090  C81 1.090
116 H 7.991 29.721 -10.269  C82 1.090
117 H 7.369 28.749 -8.963  C82 1.090
118 H 7.140 30.478 -8.918  C82 1.090
119 C 9.064 26.719 -13.323  C120 1.542, H136 1.090, H137 1.090, H138 1.090
120 C 10.539 26.644 -12.879  C119 1.542, C121 1.518, H139 1.090, H140 1.090
121 C 10.765 26.379 -11.401  C120 1.518, C122 1.542, H141 1.090, H142 1.090
122 C 10.558 24.874 -11.137  C121 1.542, P123 1.803, H143 1.090, H144 1.090
123 P 11.267 24.133 -9.654  C122 1.803, C124 1.825, C128 1.844, C132 1.827
124 C 13.039 24.092 -10.091  P123 1.825, C125 1.588, H145 1.090, H146 1.090
125 C 14.044 23.954 -8.869  C124 1.588, C126 1.508, H147 1.090, H148 1.090
126 C 15.354 23.525 -9.480  C125 1.508, C127 1.565, H149 1.090, H150 1.090
127 C 16.575 23.480 -8.502  C126 1.565, H151 1.090, H152 1.090, H153 1.090
128 C 10.911 25.009 -8.072  P123 1.844, C129 1.548, H154 1.090, H155 1.090
129 C 11.486 26.431 -7.863  C128 1.548, C130 1.531, H156 1.090, H157 1.090
130 C 11.518 26.938 -6.418  C129 1.531, C131 1.526, H158 1.090, H159 1.090
131 C 12.237 28.260 -6.168  C130 1.526, H160 1.090, H161 1.090, H162 1.090
132 C 10.913 22.355 -9.427  P123 1.827, C133 1.581, H163 1.090, H164 1.090
133 C 10.304 21.577 -10.661  C132 1.581, C134 1.555, H165 1.090, H166 1.090
134 C 11.190 21.424 -11.929  C133 1.555, C135 1.547, H167 1.090, H168 1.090
135 C 12.257 20.344 -11.627  C134 1.547, H169 1.090, H170 1.090, H171 1.090
136 H 8.886 25.684 -13.615  C119 1.090
137 H 8.983 27.261 -14.265  C119 1.090
138 H 8.450 27.265 -12.607  C119 1.090
139 H 11.144 27.445 -13.304  C120 1.090
140 H 11.034 25.916 -13.521  C120 1.090
141 H 10.065 27.013 -10.857  C121 1.090
142 H 11.777 26.781 -11.366  C121 1.090
143 H 11.002 24.289 -11.942  C122 1.090
144 H 9.541 24.516 -10.977  C122 1.090
145 H 13.302 24.874 -10.803  C124 1.090
146 H 13.158 23.220 -10.733  C124 1.090
147 H 13.609 23.306 -8.108  C125 1.090
148 H 14.352 24.878 -8.379  C125 1.090
149 H 15.659 24.142 -10.325  C126 1.090
150 H 15.101 22.519 -9.814  C126 1.090
151 H 17.517 23.089 -8.884  C127 1.090
152 H 16.480 22.822 -7.638  C127 1.090
153 H 16.705 24.504 -8.153  C127 1.090
154 H 11.329 24.377 -7.288  C128 1.090
155 H 9.827 24.951 -7.971  C128 1.090
156 H 10.895 27.096 -8.493  C129 1.090
157 H 12.537 26.561 -8.119  C129 1.090
158 H 12.083 26.255 -5.783  C130 1.090
159 H 10.523 26.883 -5.978  C130 1.090
160 H 13.102 28.352 -6.824  C131 1.090
161 H 12.516 28.412 -5.125  C131 1.090
162 H 11.591 29.103 -6.411  C131 1.090
163 H 10.088 22.476 -8.725  C132 1.090
164 H 11.632 21.729 -8.899  C132 1.090
165 H 9.432 22.122 -11.022  C133 1.090
166 H 9.942 20.616 -10.295  C133 1.090
167 H 11.704 22.348 -12.195  C134 1.090
168 H 10.610 21.172 -12.817  C134 1.090
169 H 12.886 20.798 -10.861  C135 1.090
170 H 12.817 20.184 -12.549  C135 1.090
171 H 11.969 19.340 -11.317  C135 1.090

- Charge: +4
- Total energy: -81803.1617 eV
- LUMO: -8.03 eV
- Energy above the lowest of the compared OMol25 structures with the same formula, charge and spin: 474.9 kJ/mol